[1]
DFT (ωB97M-V with the def2-TZVPD basis set) results for a molecular structure, C39H44Cl33FN2O7S.

Summary:
* energy: -17832.8760 hartree
* 2S+1: 1
* HOMO-LUMO gap: 7.92 eV
* E_LUMO: -1.08 eV

Geometry as XYZ:
```
127
C39H44Cl33FN2O7S ωB97M-V with the def2-TZVPD basis set
Cl 7.25 8.83 -2.79
Cl 9.01 6.94 -1.47
Cl 7.01 -3.06 -0.45
Cl -5.41 -1.10 -1.14
Cl 3.93 -4.96 10.10
Cl -0.08 5.94 -2.54
Cl -8.20 -5.20 -7.72
Cl -11.43 -7.53 -3.38
Cl -7.23 -3.06 -3.81
Cl 7.55 6.14 -3.85
Cl -7.16 -0.18 -4.16
Cl -9.13 -1.77 -5.58
Cl 6.16 -5.75 2.93
Cl 2.21 6.72 -4.16
Cl -17.20 -6.53 -7.47
Cl 2.58 5.84 -1.39
Cl 5.08 -4.61 -1.96
Cl 5.49 -7.92 4.72
Cl -13.40 -9.11 -4.81
Cl -4.98 -0.97 1.73
Cl 5.91 -3.69 8.40
Cl -5.87 -6.19 -6.29
Cl 1.70 -0.70 9.63
Cl -8.49 -7.32 -5.76
Cl 3.67 0.58 7.92
Cl -11.51 -10.41 -3.03
Cl 7.02 -5.96 -0.29
Cl 5.28 -6.48 8.02
Cl 3.02 -2.22 7.54
Cl -3.22 0.49 -0.08
Cl -15.51 -7.54 -9.60
Cl -14.33 -6.09 -7.38
Cl 7.14 -8.43 2.38
S 4.35 4.76 0.29
F 3.89 -1.66 0.74
O 5.74 5.09 0.14
O 4.42 -0.44 -1.89
O -1.98 4.90 -4.87
O 3.52 5.93 0.50
O -0.32 2.76 2.58
O -0.97 -0.62 -1.07
O 3.92 3.92 -1.04
N -3.20 3.62 -3.24
N 4.42 -0.06 4.13
C 1.62 -1.86 -0.92
C 6.73 -4.56 -1.33
C -1.12 1.73 -0.74
C 4.17 3.55 1.64
C 1.52 6.69 -2.52
C 3.75 -1.64 -2.32
C -0.10 2.30 1.48
C -1.85 2.03 -1.90
C -2.56 4.32 -4.03
C 3.20 0.27 1.91
C 3.20 -0.92 8.72
C 1.79 -0.74 0.12
C -0.46 0.33 -0.53
C 3.27 -0.88 4.51
C -7.60 -5.86 -6.19
C -2.75 5.09 2.11
C -11.76 -9.08 -4.16
C 2.95 -0.71 0.92
C 4.27 0.60 -2.88
C 2.45 2.34 3.15
C 6.72 -7.26 3.64
C -7.49 -1.73 -4.94
C 5.43 -5.19 9.20
C -4.88 -0.09 0.20
C -1.47 5.06 1.20
C -1.57 3.97 0.13
C -2.43 3.30 -2.05
C 2.85 3.68 2.43
C 2.19 1.27 2.08
C -2.30 4.28 -1.03
C -0.95 2.71 0.28
C 2.20 -1.49 -2.32
C 4.53 0.23 2.69
C 7.51 7.13 -2.39
C 1.02 1.26 1.30
C -4.01 5.66 1.39
C -15.62 -7.19 -7.88
C -3.14 3.71 2.72
C 0.81 0.26 0.29
H 1.83 -2.27 -3.02
H -1.98 1.31 -2.71
H 4.30 2.56 1.16
H 4.02 0.11 -3.84
H 3.44 -1.20 5.56
H -2.56 5.77 2.98
H -5.53 0.77 0.26
H 7.61 -7.05 4.22
H 4.38 3.06 -0.93
H -15.49 -8.13 -7.34
H 1.58 2.53 3.80
H 3.40 1.23 -2.59
H 1.41 7.71 -2.19
H -2.75 5.27 -1.15
H -3.76 6.66 0.98
H 2.20 -2.74 -0.55
H -4.18 3.72 3.11
H 3.98 -1.20 9.42
H 4.15 -2.00 -3.29
H 2.00 4.00 1.80
H 0.57 -2.18 -0.93
H 5.25 -0.47 2.22
H 4.50 0.78 4.69
H -0.58 4.95 1.84
H -11.07 -9.20 -4.99
H -2.46 3.50 3.56
H 3.18 -1.78 3.87
H 5.21 1.18 -2.93
H -7.76 -5.12 -5.41
H 5.05 3.68 2.29
H 3.27 2.06 3.84
H 4.99 1.24 2.59
H -4.80 5.77 2.17
H 3.04 4.41 3.25
H 4.04 -2.41 -1.56
H -3.10 2.88 1.99
H 1.85 -0.52 -2.71
H -6.80 -1.85 -5.77
H 6.69 6.79 -1.77
H 6.21 -5.45 9.91
H 2.34 -0.26 4.54
H 7.42 -4.61 -2.16
H -1.39 6.06 0.72
H -4.43 4.97 0.64
```

=====

[2]
DFT (ωB97M-V with the def2-TZVPD basis set) results for a molecular structure, C11H10BrClF4HfN2O2.

Summary:
* energy: -4164.2717 hartree
* net charge: +4
* 2S+1: 1
* HOMO-LUMO gap: 2.91 eV
* E_LUMO: -19.73 eV

Geometry as XYZ:
```
32
C11H10BrClF4HfN2O2 ωB97M-V with the def2-TZVPD basis set
Hf 0.12 0.39 -3.36
Br -3.63 0.16 1.30
Cl -0.83 1.73 -1.60
F 2.78 0.57 0.56
F 2.78 3.16 -1.14
F 4.02 1.24 -1.81
F 2.05 1.78 -3.04
O -2.30 -1.01 3.56
O 2.49 -1.38 -2.22
N -1.12 2.45 1.32
N 0.91 -1.47 -0.18
C -2.08 -4.12 0.00
C -2.08 -0.65 2.26
C -0.57 -0.90 1.69
C 1.87 0.74 -0.62
C -2.03 -2.76 -0.42
C -1.39 -1.33 -1.00
C 1.84 -0.83 -1.19
C -0.35 -0.62 0.09
C 2.62 1.76 -1.66
C 0.26 0.88 -0.32
C 0.26 2.05 0.88
H -2.33 -0.64 -1.22
H -0.33 -2.06 1.86
H -1.14 3.50 1.43
H -0.84 -1.47 -2.03
H -2.20 -5.21 0.47
H 0.86 1.69 1.84
H 0.74 -2.43 -0.55
H 0.17 -0.31 2.39
H 0.78 3.04 0.45
H -1.34 2.06 2.27
```

=====

[3]
DFT (ωB97M-V with the def2-TZVPD basis set) results for CCl2S in the gas phase.

Summary:
* energy: -1356.6477 hartree
* ΔE to the lowest compared entry with this formula, charge and spin: 0.000 eV
* 2S+1: 1
* HOMO-LUMO gap: 8.48 eV
* structure (SMILES): S=C(Cl)Cl
* E_LUMO: -0.97 eV

Geometry as XYZ:
```
4
CCl2S ωB97M-V with the def2-TZVPD basis set
Cl -0.19 0.04 1.67
Cl 0.27 -1.56 -0.63
S -0.06 1.34 -0.91
C -0.05 -0.04 -0.01
```

=====

[4]
DFT (ωB97M-V with the def2-TZVPD basis set) results for a molecular structure, C4H4HgO5.

Summary:
* energy: -684.3515 hartree
* ΔE to the lowest compared entry with this formula, charge and spin: 0.000 eV
* 2S+1: 3
* HOMO-LUMO gap (alpha / beta): 8.07 / 6.05 eV
* <S²>: 2.008
* E_LUMO (alpha / beta): -0.11 / -3.11 eV

Geometry as XYZ:
```
14
C4H4HgO5 ωB97M-V with the def2-TZVPD basis set
Hg 1.68 -1.15 -0.49
O -1.73 1.43 -0.01
O 4.19 -1.16 -0.24
O 0.29 0.46 0.19
O 0.02 2.36 -0.95
O 6.25 -0.29 0.34
C -2.58 -0.83 -0.35
C 5.22 -0.74 0.10
C -0.38 1.42 -0.27
C -2.33 0.29 0.59
H -2.69 -0.63 -1.42
H -1.73 -0.04 1.46
H -3.28 0.66 1.00
H -2.92 -1.78 0.05
```

=====

[5]
DFT (ωB97M-V with the def2-TZVPD basis set) results for 2 unconnected molecules or ions with the total composition C28H21NO3S.

Summary:
* energy: -1758.1762 hartree
* 2S+1: 1
* HOMO-LUMO gap: 5.52 eV
* E_LUMO: -2.56 eV

Geometry as XYZ:
```
54
C28H21NO3S ωB97M-V with the def2-TZVPD basis set
S -0.83 -2.48 -0.86
O 0.27 -3.00 -1.63
O -0.64 -1.85 2.83
O -1.84 -1.71 -1.54
N -0.35 -1.76 0.53
C -0.77 4.62 -4.07
C -1.51 -3.61 1.38
C -1.81 4.08 -3.31
C -2.13 -4.53 2.25
C 3.25 -0.92 1.55
C -2.29 -4.90 -0.55
C -0.18 3.04 -1.82
C -2.13 3.57 2.12
C 5.33 -1.58 0.52
C -1.37 3.53 0.95
C 1.16 1.29 -0.68
C -1.08 1.16 1.26
C -1.52 3.28 -2.21
C -2.78 -5.66 1.71
C -1.61 -3.82 0.02
C -2.87 -5.84 0.32
C 0.86 3.57 -2.62
C 4.96 -0.92 -0.66
C -0.79 -2.34 1.70
C 0.09 2.20 -0.65
C -0.78 2.31 0.52
C 2.86 -0.24 0.37
C -1.79 1.19 2.45
C 0.56 4.36 -3.73
C 4.46 -1.59 1.62
C 1.63 0.51 0.36
C -2.30 2.42 2.90
C 3.74 -0.25 -0.74
H 1.12 0.48 1.32
H 5.65 -0.91 -1.51
H -3.24 -6.41 2.37
H -0.74 0.20 0.85
H -2.85 4.26 -3.58
H -2.33 2.80 -1.64
H 1.90 3.39 -2.33
H 1.68 1.22 -1.65
H -2.36 -4.99 -1.63
H 4.73 -2.11 2.54
H 6.29 -2.09 0.59
H 1.37 4.76 -4.34
H -2.83 2.45 3.85
H 3.47 0.31 -1.64
H -1.00 5.22 -4.95
H 2.58 -0.88 2.41
H -3.38 -6.72 -0.08
H -1.22 4.45 0.37
H -2.60 4.51 2.43
H -2.09 -4.35 3.33
H -1.93 0.26 2.99
```

=====

[6]
DFT (ωB97M-V with the def2-TZVPD basis set) results for C5H7NO in the gas phase.

Summary:
* energy: -324.5930 hartree
* ΔE to the lowest compared entry with this formula, charge and spin: 3.577 eV
* 2S+1: 1
* HOMO-LUMO gap: 9.63 eV
* E_LUMO: 0.70 eV

Geometry as XYZ:
```
14
C5H7NO ωB97M-V with the def2-TZVPD basis set
O 1.09 -1.90 -0.65
N 1.22 1.48 0.39
C 0.87 0.24 -0.18
C -0.21 -1.68 -0.26
C -0.43 -0.40 0.05
C 1.85 -0.77 -0.55
C -1.68 0.27 0.53
H -2.02 1.03 -0.19
H 1.10 0.18 -1.37
H 2.22 1.63 0.33
H -0.85 -2.56 -0.28
H -2.49 -0.44 0.68
H 0.73 2.27 -0.01
H -1.48 0.79 1.48
```

=====

[7]
DFT (ωB97M-V with the def2-TZVPD basis set) results for 2 unconnected molecules or ions with the total composition C2H3IO2S.

Summary:
* energy: -924.2313 hartree
* ΔE to the lowest compared entry with this formula, charge and spin: 2.096 eV
* 2S+1: 1
* HOMO-LUMO gap: 8.76 eV
* E_LUMO: -0.89 eV

Geometry as XYZ:
```
9
C2H3IO2S ωB97M-V with the def2-TZVPD basis set
I -4.70 -0.51 -0.10
S -2.90 1.18 0.50
O -3.63 2.30 0.87
O -2.45 1.67 -1.07
C -0.26 -0.09 0.53
C -0.39 -0.46 -0.61
H -0.73 -0.56 -1.59
H 0.27 0.19 1.49
H -1.73 1.51 -1.58
```

=====

[8]
DFT (ωB97M-V with the def2-TZVPD basis set) results for C14H29NO3 in the gas phase.

Summary:
* energy: -831.3219 hartree
* ΔE to the lowest compared entry with this formula, charge and spin: 0.061 eV
* 2S+1: 1
* HOMO-LUMO gap: 9.97 eV
* structure (SMILES): COC(=O)CCCCCCCC[C@H](O)CN(C)C
* E_LUMO: 0.94 eV

Geometry as XYZ:
```
47
C14H29NO3 ωB97M-V with the def2-TZVPD basis set
O -1.33 2.18 4.35
O 4.27 -1.59 -4.71
O 2.84 -3.14 -5.44
N -3.58 0.97 5.31
C -0.54 2.03 1.52
C -4.77 1.75 5.03
C 2.30 -1.89 -3.45
C 1.25 -0.87 -3.92
C -1.27 0.93 2.30
C 5.11 -1.85 -5.82
C -3.86 -0.07 6.29
C 0.48 1.48 0.52
C 0.26 -0.50 -2.81
C -0.15 0.72 -0.64
C -2.14 1.53 3.40
C -2.97 0.43 4.10
C 0.89 0.27 -1.66
C 3.14 -2.30 -4.64
H -0.21 -1.41 -2.43
H 1.41 1.15 -2.06
H 4.59 -1.65 -6.75
H -2.28 -0.36 4.40
H -0.53 0.11 -3.26
H 0.70 -1.31 -4.76
H -1.27 2.64 0.99
H -0.67 -0.17 -0.26
H -0.89 1.35 -1.13
H 1.75 0.03 -4.27
H 1.18 0.83 1.05
H 5.43 -2.90 -5.81
H 2.95 -1.45 -2.70
H -0.03 2.67 2.24
H 1.06 2.32 0.12
H -0.53 0.27 2.76
H -5.13 2.18 5.96
H 1.81 -2.77 -3.05
H 1.63 -0.35 -1.16
H -5.57 1.14 4.58
H 5.97 -1.20 -5.71
H -4.25 0.40 7.19
H -2.93 -0.59 6.54
H -4.59 -0.81 5.93
H -1.90 0.34 1.63
H -1.82 2.17 5.18
H -3.71 0.01 3.41
H -2.83 2.27 2.94
H -4.52 2.56 4.34
```

=====

[9]
DFT (ωB97M-V with the def2-TZVPD basis set) results for a molecular structure, C53H45AsBiCl3N3OPS.

Summary:
* energy: -6856.2049 hartree
* ΔE to the lowest compared entry with this formula, charge and spin: 0.246 eV
* net charge: +2
* 2S+1: 1
* HOMO-LUMO gap: 6.78 eV
* E_LUMO: -5.74 eV

Geometry as XYZ:
```
109
C53H45AsBiCl3N3OPS ωB97M-V with the def2-TZVPD basis set
Bi 0.46 0.47 0.90
As -2.26 0.71 5.62
Cl -5.84 3.51 -3.08
Cl -3.52 8.01 -3.78
Cl -5.16 -1.71 -3.96
S -0.57 8.17 -3.37
P -1.30 -1.41 1.66
O -3.47 4.73 -4.67
N -0.67 2.28 -0.40
N -1.69 3.80 -1.61
N 2.13 -1.15 1.46
C -4.77 2.22 -3.52
C -5.27 -1.07 -0.56
C -1.89 -3.30 7.02
C -1.58 -1.14 3.43
C 0.87 -4.80 2.19
C -3.31 -0.05 0.37
C 0.20 -3.60 2.42
C -2.54 -1.07 6.38
C -1.61 6.33 -4.84
C -3.20 -3.58 7.39
C 2.56 -1.85 0.39
C -0.56 -3.60 0.13
C 1.24 -2.29 -3.14
C 0.15 3.39 -0.50
C 1.73 0.76 7.03
C 0.42 1.47 4.70
C -3.43 2.47 -3.85
C -0.20 6.12 -4.85
C 0.77 -0.69 -0.93
C -4.50 -0.12 -3.92
C -3.60 -2.45 0.49
C -2.74 4.43 -2.39
C -1.76 2.57 -1.07
C -4.52 0.07 -0.29
C 2.00 -2.46 -2.00
C 3.68 -2.67 0.50
C 0.81 -5.40 0.94
C -3.17 0.09 -4.27
C -4.81 -2.32 -0.17
C -2.66 1.37 -4.23
C -2.62 5.46 -5.55
C -2.79 3.84 -3.81
C 1.79 1.70 4.83
C 2.75 -1.25 2.64
C -1.94 7.41 -4.07
C -1.56 -2.05 6.52
C 0.48 7.03 -4.11
C 0.09 -4.80 -0.08
C 0.37 0.53 6.90
C 1.78 -1.66 -0.88
C -5.31 0.94 -3.55
C -2.84 -1.31 0.75
C 2.45 1.34 5.99
C -0.52 -3.00 1.39
C 0.24 -1.33 -3.18
C 4.32 -2.77 1.72
C -0.30 0.87 5.72
C -0.48 4.33 -1.26
C -4.18 -2.61 7.26
C 3.84 -2.06 2.82
C -3.84 -1.36 6.76
C -2.33 0.15 3.71
C 0.00 -0.53 -2.07
H -1.75 3.71 -4.13
H -5.19 -2.82 7.55
H 4.06 -3.20 -0.36
H -3.68 4.31 -1.86
H -3.30 6.07 -6.15
H 5.19 -3.41 1.82
H 3.50 1.53 6.11
H -0.35 -1.20 -4.08
H -5.41 -3.20 -0.37
H -0.60 -1.12 3.90
H -1.92 0.99 3.13
H -2.53 5.50 -2.46
H 0.25 -3.16 3.41
H -2.62 1.93 -1.23
H -2.57 -0.75 -4.60
H -0.18 0.10 7.73
H -3.25 -3.43 0.79
H -0.08 1.80 3.79
H 1.12 3.44 -0.03
H -2.11 -2.01 3.83
H -1.11 -3.14 -0.68
H -6.35 0.78 -3.30
H 0.28 5.34 -5.42
H 2.34 -0.65 3.45
H -1.62 1.54 -4.51
H 0.04 -5.27 -1.06
H 2.23 0.49 7.95
H 1.43 -2.91 -4.01
H 1.32 -6.34 0.77
H -0.18 5.31 -1.58
H -3.38 0.06 3.43
H -1.12 -4.05 7.14
H 1.55 7.12 -3.98
H -6.21 -0.98 -1.08
H -2.10 4.77 -6.22
H -4.61 -0.60 6.69
H 2.77 -3.23 -1.99
H -4.89 1.04 -0.58
H -2.73 0.83 0.62
H 1.42 -5.27 3.00
H -0.77 0.23 -2.12
H 2.33 2.21 4.04
H -3.45 -4.56 7.79
H 4.32 -2.12 3.78
H -0.53 -1.84 6.25
```

=====

[10]
DFT (ωB97M-V with the def2-TZVPD basis set) results for 2 unconnected molecules or ions with the total composition C3H12N2.

Summary:
* energy: -230.9047 hartree
* ΔE to the lowest compared entry with this formula, charge and spin: 1.208 eV
* net charge: -1
* 2S+1: 2
* HOMO-LUMO gap (alpha / beta): 2.18 / 9.85 eV
* <S²>: 0.750
* E_LUMO (alpha / beta): 3.62 / 4.20 eV

Geometry as XYZ:
```
17
C3H12N2 ωB97M-V with the def2-TZVPD basis set
N -0.92 5.43 -1.14
N 1.24 -3.85 0.94
C -0.21 -3.69 0.81
C -1.79 4.27 -0.93
C 2.02 -2.69 0.51
H -0.67 -4.62 0.44
H -0.98 5.73 -2.10
H -0.44 -2.90 0.09
H 1.45 -4.01 1.91
H -2.66 4.49 -0.34
H -1.99 3.77 -1.87
H 2.65 -2.90 -0.36
H -1.27 3.48 -0.44
H 0.05 5.24 -0.94
H 1.43 -1.79 0.35
H -0.68 -3.46 1.77
H 2.76 -2.49 1.30
```

=====

[11]
DFT (ωB97M-V with the def2-TZVPD basis set) results for a molecular structure, C34H32OsS3SbSi.

Summary:
* energy: -3129.4893 hartree
* ΔE to the lowest compared entry with this formula, charge and spin: 2.318 eV
* net charge: +1
* 2S+1: 1
* HOMO-LUMO gap: 5.96 eV
* E_LUMO: -5.46 eV

Geometry as XYZ:
```
72
C34H32OsS3SbSi ωB97M-V with the def2-TZVPD basis set
Os 0.69 1.94 0.39
Sb 0.71 -0.63 0.70
S 2.55 2.78 -0.86
S 4.27 4.28 1.08
S 1.37 3.76 1.56
Si -1.62 2.45 0.28
C -3.35 0.86 -1.39
C -0.82 -3.11 -1.36
C 2.43 -3.54 0.97
C -1.90 -2.63 3.67
C 0.55 -2.18 3.84
C -2.15 -1.41 1.22
C -1.06 4.79 -1.26
C -1.94 4.20 -0.36
C -1.37 0.25 -3.25
C -3.27 -1.93 1.83
C -3.14 -2.56 3.06
C 0.82 -2.77 -3.22
C 2.59 -1.08 1.59
C 4.40 -2.53 2.15
C -3.15 4.85 -0.07
C 0.37 -2.42 -1.95
C 1.95 -2.19 -3.78
C 5.08 -1.47 2.73
C -2.58 6.62 -1.59
C -2.66 -0.23 -3.43
C 3.15 -2.36 1.57
C -1.37 5.99 -1.87
C 2.24 -0.87 -1.81
C -2.05 1.33 -1.19
C 4.52 -0.21 2.75
C -0.75 -2.10 3.08
C 3.27 -0.01 2.17
C -3.65 0.09 -2.50
C -0.89 -1.52 1.82
C 2.85 3.66 0.60
C 2.67 -1.24 -3.08
C 1.10 -1.45 -1.26
C -1.08 1.03 -2.14
C -3.46 6.05 -0.69
H 2.83 0.98 2.19
H 2.26 -2.48 -4.78
H -4.66 -0.28 -2.65
H -0.51 -3.85 -0.62
H -0.12 4.30 -1.50
H -1.81 -3.10 4.64
H -0.67 6.45 -2.57
H 0.27 -3.52 -3.77
H 5.04 0.62 3.20
H -2.25 -0.92 0.26
H -2.83 7.55 -2.08
H -4.24 -1.85 1.36
H 2.68 -3.64 -0.09
H 1.35 -3.44 1.05
H -4.13 1.10 -0.68
H -4.01 -2.97 3.56
H 4.85 -3.52 2.15
H -2.90 -0.83 -4.29
H -1.38 -3.64 -2.14
H -0.60 0.04 -3.99
H 1.08 -1.23 3.80
H 3.56 -0.79 -3.50
H 2.82 -0.15 -1.25
H 1.20 -2.95 3.44
H 2.73 -4.47 1.47
H -0.06 1.44 -2.04
H 0.35 -2.41 4.89
H -1.50 -2.41 -0.88
H -3.85 4.41 0.63
H -4.39 6.55 -0.47
H 6.05 -1.64 3.18
H -2.45 2.17 1.48
```